Entry 1:
ORCA calculation (ωB97M-V/def2-TZVPD) on a cluster of 2 separate species, CH4IP in total in a non-equilibrium geometry.

Results
HOMO energy	-8.9	eV
frontier orbital gap	8.259	eV
2S+1	1
total charge	0
ΔE to the lowest compared entry with this formula, charge and spin	60.4	kcal per mole

Positions of all 7 atoms, in Å:
C (0.711, -0.267, -0.496)
P (-0.582, 1.008, 0.037)
I (-2.611, -0.421, 0.218)
H (1.801, 0.012, -0.621)
H (0.437, -0.510, -1.462)
H (0.497, -1.197, 0.187)
H (-0.254, 1.375, 2.137)

---

Entry 2:
ORCA calculation (ωB97M-V/def2-TZVPD) on a cluster of 2 separate species, C3H7OS in total in a non-equilibrium geometry.

Results
HOMO energy	-2.4	eV
frontier orbital gap	6.362	eV
2S+1	1
total charge	-1
ΔE to the lowest compared entry with this formula, charge and spin	23.6	kcal per mole

Positions of all 12 atoms, in Å:
C (-0.402, 1.688, -1.162)
S (0.673, 0.574, -2.188)
H (-1.307, 1.113, -0.945)
H (0.040, 1.900, -0.189)
H (-0.615, 2.546, -1.789)
O (1.354, -0.170, 2.001)
C (0.875, -0.595, 0.975)
C (-0.275, -1.580, 0.801)
H (1.408, -0.357, 0.041)
H (-0.593, -1.539, -0.237)
H (-1.086, -1.077, 1.357)
H (-0.073, -2.502, 1.334)